(1)
{
  "formula": "C3H4BrF3O",
  "method": "the ωB97M-V functional and the def2-TZVPD basis",
  "e_above_lowest_kj_mol": 245.3,
  "homo_energy_ha": -0.3334,
  "lumo_ha": 0.0243,
  "homo_lumo_gap_ev": 9.735,
  "charge": 0,
  "mol_weight_da": 192.96,
  "symbols": ["C", "C", "C", "O", "F", "F", "F", "Br", "H", "H", "H", "H"],
  "xyz": [[0.22705, -0.52939, 0.57297], [-1.21068, 0.58268, -0.55667], [1.55476, -0.61052, -0.17645], [-1.15346, 1.71307, 0.20237], [0.36951, 0.23307, 1.69042], [1.22534, -1.25688, -1.41658], [2.15055, 0.53235, -0.54080], [-2.78819, -0.43846, -0.52527], [-0.00748, -1.51572, 0.84198], [-0.64841, 0.73549, -1.48699], [2.15745, -1.16744, 0.53552], [-1.87643, 1.72175, 0.85950]]
}



(2)
{
  "formula": "C4H9NOS",
  "method": "the ωB97M-V functional and the def2-TZVPD basis",
  "e_above_lowest_kj_mol": 773.5,
  "homo_energy_ha": -0.2859,
  "lumo_ha": -0.1591,
  "homo_lumo_gap_ev": 3.449,
  "charge": 0,
  "mol_weight_da": 119.19,
  "symbols": ["O", "C", "C", "C", "C", "S", "N", "H", "H", "H", "H", "H", "H", "H", "H", "H"],
  "xyz": [[-2.42574, 0.15562, 0.12849], [-1.45237, 0.99193, 0.13125], [-0.90127, 1.48382, 1.35817], [-0.79463, -2.19575, -1.16539], [0.24352, -1.39939, -1.12804], [2.68981, -0.04865, -0.21980], [0.46594, 1.91334, 1.40095], [-0.96851, 1.33355, -0.86945], [-1.44928, 1.22749, 2.28472], [-1.59546, -2.02430, -0.44439], [-0.73963, -3.01048, -1.87952], [0.36307, -0.51549, -0.47400], [1.09360, -1.61091, -1.71273], [3.76130, -0.27067, -0.96791], [0.51881, 2.74525, 1.91974], [1.19085, 1.22465, 1.63792]]
}



(3)
{
  "formula": "C4H9NO",
  "method": "the ωB97M-V functional and the def2-TZVPD basis",
  "e_above_lowest_kj_mol": 363.8,
  "homo_energy_ha": [-0.4616, -0.4606],
  "lumo_ha": [-0.2220, -0.3576],
  "homo_lumo_gap_ev": [6.519, 2.803],
  "charge": 1,
  "multiplicity": 2,
  "mol_weight_da": 87.12,
  "symbols": ["C", "C", "N", "H", "H", "H", "H", "H", "O", "C", "C", "H", "H", "H", "H"],
  "xyz": [[-2.64293, 1.66227, 0.16726], [-0.44971, 2.54286, -0.16351], [-1.70242, 2.80695, -0.12850], [-2.27017, 0.66645, -0.24862], [-2.76860, 1.52373, 1.22077], [-3.58647, 1.77961, -0.38891], [0.19586, 3.43403, -0.02584], [-0.20002, 1.49091, -0.06319], [1.60792, -2.74557, 1.65375], [1.28394, -2.28461, 0.59151], [2.35462, -2.13820, -0.50024], [0.25088, -2.30468, 0.14077], [1.90154, -2.05468, -1.51612], [3.04803, -1.32999, -0.24933], [2.97755, -3.04908, -0.48979]]
}



(4)
{
  "formula": "C22H26ClN3PtS",
  "method": "the ωB97M-V functional and the def2-TZVPD basis",
  "e_above_lowest_kj_mol": 0.0,
  "homo_energy_ha": -0.5436,
  "lumo_ha": -0.2607,
  "homo_lumo_gap_ev": 7.697,
  "charge": 2,
  "mol_weight_da": 595.07,
  "symbols": ["Pt", "C", "C", "C", "C", "C", "C", "C", "C", "C", "C", "H", "H", "H", "H", "H", "H", "H", "H", "H", "H", "H", "H", "H", "H", "H", "N", "C", "C", "C", "C", "C", "N", "C", "H", "H", "H", "H", "Cl", "C", "H", "H", "S", "C", "N", "C", "C", "C", "C", "H", "H", "H", "H", "H"],
  "xyz": [[0.45612, -0.11277, 0.16817], [-0.65614, 1.03194, 1.83177], [0.69866, 0.96688, 2.18767], [1.05704, -0.45323, 2.25234], [-0.11663, -1.23644, 2.00956], [-1.17174, -0.33702, 1.66874], [-2.60789, -0.66150, 1.44511], [-0.20512, -2.71327, 2.18364], [2.36074, -0.97497, 2.74366], [1.62214, 2.08516, 2.53141], [-1.50871, 2.24109, 1.68954], [-3.17488, -0.40538, 2.34374], [-2.75381, -1.71882, 1.24243], [-3.02842, -0.09164, 0.61726], [-0.27812, -2.93991, 3.24962], [0.67804, -3.22072, 1.79807], [-1.07907, -3.12503, 1.68553], [2.31596, -1.01119, 3.83642], [3.19370, -0.32913, 2.47173], [2.55831, -1.98253, 2.38542], [1.88337, 2.02677, 3.58979], [1.15932, 3.05497, 2.35871], [2.55087, 2.04333, 1.96040], [-2.20915, 2.14834, 0.86040], [-0.92847, 3.15380, 1.57017], [-2.10354, 2.34629, 2.60137], [0.58412, 5.71277, -2.16203], [0.12886, 4.66098, -2.22156], [-0.39485, 3.32613, -2.29774], [-1.25256, 2.91727, -3.31582], [-1.67719, 1.60153, -3.32497], [-1.24072, 0.73942, -2.33510], [-0.42942, 1.14009, -1.34456], [-0.00381, 2.41094, -1.33384], [-1.57106, 3.61863, -4.07554], [-2.34599, 1.23571, -4.09080], [-1.56491, -0.29151, -2.29880], [0.67619, 2.69872, -0.54343], [-1.22791, -2.48950, -1.19054], [0.38854, -1.72869, -1.11585], [0.61521, -1.42462, -2.13524], [1.07527, -2.50384, -0.78306], [2.70455, 0.48154, -0.42808], [2.91832, 0.38224, -2.16307], [3.17752, -0.81971, -2.72914], [3.45389, -1.00369, -4.03476], [3.49389, 0.07721, -4.87719], [3.25359, 1.34069, -4.34159], [2.96380, 1.49364, -2.99520], [3.21060, -1.61935, -2.10678], [3.64756, -2.02081, -4.34378], [3.72652, -0.06528, -5.92184], [3.29956, 2.21400, -4.97955], [2.78755, 2.47021, -2.56777]]
}